Here is a molecular structure, C27H58O3P2PdSSi at a distorted geometry from OMol25. Energies are from ωB97M-V with the def2-TZVPD basis set.

Last column: Mulliken spin population.
Geometry (Å):
P1 -0.4883 4.9560 1.5832  -0.007
P2 -3.5852 3.2678 1.6011  -0.008
C1 -2.1233 5.7324 1.3240  -0.003
C2 -3.2489 5.0578 2.1070  0.081
H1 -2.3405 5.7744 0.2455  -0.006
H2 -2.0108 6.7688 1.6782  0.000
H3 -3.0472 5.0525 3.1903  0.006
H4 -4.1772 5.6351 1.9697  -0.004
C3 -5.2060 3.9624 0.6991  0.001
H5 -5.7232 3.1850 0.1214  -0.001
H6 -4.9481 4.7865 0.0191  -0.003
H7 -5.9070 4.3602 1.4441  0.000
C4 -4.7471 2.5163 2.8685  0.173
H8 -5.4980 3.2570 3.1631  0.007
H9 -4.2380 2.1859 3.7815  0.000
H10 -5.2689 1.6518 2.4375  -0.003
C5 0.6096 5.5190 0.2914  0.000
H11 1.5646 4.9737 0.3370  0.000
H12 0.8146 6.5879 0.4614  0.000
H13 0.1724 5.4174 -0.7134  0.000
C6 0.0929 5.7055 3.1275  0.000
H14 -0.5155 5.3635 3.9752  0.000
H15 0.0275 6.7974 3.0562  0.000
H16 1.1374 5.4093 3.2925  0.000
Pd1 0.8414 -0.0857 -1.2149  1.208
C7 -3.5234 1.7553 0.4099  0.516
C8 -2.9343 3.0025 -0.1063  0.164
C9 -1.4349 2.9606 -0.4108  0.101
C10 -0.4732 2.5944 0.7291  0.010
C11 -0.7976 3.2902 2.1058  0.041
C12 -2.1086 2.6687 2.6041  -0.001
C13 -2.1278 1.1383 2.4631  0.039
C14 -2.7712 0.6646 1.1294  -0.041
C15 2.0698 0.0343 0.3908  0.555
H17 -4.5069 1.4756 0.0254  -0.017
H18 -3.4843 3.5472 -0.8818  -0.019
H19 -1.1463 3.9184 -0.8753  0.018
H20 -1.2863 2.2153 -1.2128  0.002
H21 -0.4566 1.5136 0.8476  -0.043
H22 0.5604 2.8101 0.4105  -0.052
H23 -0.0019 3.0381 2.8270  0.001
H24 -2.2686 2.9799 3.6475  -0.003
H25 -2.7102 0.7081 3.2869  -0.002
H26 -1.1189 0.7276 2.5623  -0.007
H27 -2.0459 0.1683 0.4583  0.085
H28 -3.4925 -0.1337 1.3774  -0.004
H29 2.2978 -0.9935 0.7146  -0.006
H30 1.5378 0.5921 1.1769  -0.046
H31 2.9670 0.5677 0.0472  0.035
C16 3.9273 -0.6360 -2.7737  0.023
C17 2.7650 -1.5665 -3.1014  0.005
C18 1.6785 -0.7709 -3.8169  0.005
C19 3.2442 -2.7758 -3.8979  0.015
O1 2.2818 -2.0340 -1.8147  0.052
Si1 1.0177 -3.0294 -1.3826  -0.025
S1 -0.6569 -1.8776 -1.1829  1.002
O2 0.8800 -4.2671 -2.4791  0.018
C20 -0.1912 -4.7487 -3.3343  0.014
C21 -0.6516 -3.6506 -4.2779  0.021
C22 0.3878 -5.9186 -4.1275  0.006
C23 -1.3648 -5.2303 -2.4942  -0.002
O3 1.6585 -3.7052 -0.0097  0.027
C24 1.0972 -4.3588 1.1501  0.014
C25 0.1128 -3.4328 1.8502  0.027
C26 0.4277 -5.6724 0.7598  -0.002
C27 2.2695 -4.6542 2.0821  0.006
H32 4.3399 -0.2199 -3.7025  0.001
H33 4.7208 -1.1867 -2.2591  0.000
H34 3.5995 0.1934 -2.1338  0.003
H35 2.1381 -0.3051 -4.6980  0.004
H36 0.8557 -1.4160 -4.1379  -0.004
H37 1.2754 0.0621 -3.1783  0.015
H38 4.0539 -3.2777 -3.3562  -0.001
H39 2.4347 -3.5009 -4.0637  -0.001
H40 3.6325 -2.4492 -4.8717  0.000
H41 0.1695 -3.3284 -4.9297  -0.001
H42 -1.4550 -4.0441 -4.9170  0.001
H43 -1.0442 -2.7929 -3.7153  0.001
H44 0.7352 -6.7136 -3.4563  0.000
H45 -0.3837 -6.3382 -4.7853  0.000
H46 1.2317 -5.6005 -4.7525  0.000
H47 -1.0557 -6.0555 -1.8421  0.001
H48 -1.7814 -4.4129 -1.8926  0.005
H49 -2.1551 -5.6058 -3.1596  0.000
H50 -0.7410 -3.1866 1.2051  0.002
H51 -0.2581 -3.9279 2.7585  0.002
H52 0.6050 -2.4956 2.1360  -0.002
H53 1.1313 -6.3087 0.2071  0.000
H54 0.1198 -6.2123 1.6664  -0.001
H55 -0.4667 -5.5066 0.1490  0.003
H56 2.9939 -5.3130 1.5889  0.001
H57 2.7782 -3.7294 2.3746  0.000
H58 1.9115 -5.1536 2.9903  0.000

Computed properties:
HOMO (spin up / spin down): -12.51 / -12.71 eV
net charge: +2
2S+1: 5
relative energy (zero: lowest compared OMol25 entry of this formula, charge and spin): 117.2 kJ/mol
DFT total energy: -75836.1095 eV



Here is 3 unconnected molecules or ions with the total composition C27H59BClF2N5O5P at a distorted geometry from OMol25. Energies are from ωB97M-V with the def2-TZVPD basis set.

Last column: Mulliken charge in e.
Geometry (Å):
C1 -5.5753 1.8977 -0.5133  -0.993
C2 -5.0685 0.8851 -1.6991  0.577
F1 -6.0669 -0.2479 -1.7107  -0.350
N1 -3.6260 0.4122 -1.5709  1.166
C3 -3.5480 -0.9024 -0.8307  -1.218
C4 -4.1295 -0.9172 0.6921  -0.276
C5 -3.5848 -2.3160 1.4311  -0.446
C6 -3.5333 -1.9252 3.0559  -0.063
O1 -4.8556 -1.4835 3.5484  -0.533
C7 -2.6978 1.3810 -0.8029  -1.472
C8 -1.0732 1.2895 -1.1693  0.124
N2 -0.4718 2.6380 -0.8005  -0.268
C9 -0.1148 0.2942 -0.2840  -0.999
B1 -0.0884 0.5998 1.3302  0.737
O2 1.0444 -0.0058 2.1161  -0.570
O3 -1.0763 1.3677 2.1083  -0.585
C10 -1.2912 0.9501 -2.7943  1.391
C11 -0.9110 2.1948 -3.8332  -0.953
C12 -1.8563 3.5230 -3.6689  0.012
C13 -1.3722 4.7288 -4.7231  -0.271
F2 -2.3272 4.7397 -5.8935  -0.321
O4 -0.5045 -0.2828 -2.9425  -0.159
C14 0.5847 -0.1621 -3.9149  0.525
N3 1.6984 0.1472 -4.5462  -0.571
C15 -2.8419 0.3210 -2.9022  -1.107
P1 -3.1211 -1.1984 -4.0398  -0.026
O5 -4.8649 -1.5343 -4.1207  -0.466
Cl1 -2.2928 -2.9889 -3.2543  -0.207
H1 -6.7664 1.9476 -0.4527  0.378
H2 -5.1145 1.6940 0.5444  0.205
H3 -5.2257 2.9948 -0.8246  0.318
H4 -5.2876 1.4628 -2.7205  0.176
H5 -4.0804 -1.8102 -1.3953  0.453
H6 -2.4147 -1.2025 -0.7792  0.348
H7 -3.7840 -0.0490 1.3902  0.257
H8 -5.3069 -1.0320 0.6534  0.259
H9 -4.3044 -3.2243 1.2626  0.342
H10 -2.4821 -2.5237 1.0306  0.285
H11 -3.0174 -2.7475 3.7094  0.261
H12 -2.8189 -0.9711 3.1126  -0.143
H13 -5.4318 -2.2655 3.8140  0.339
H14 -2.9749 2.3913 -1.3768  0.561
H15 -2.9410 1.6326 0.3072  0.334
H16 0.2965 2.9280 -1.4379  0.336
H17 -1.1855 3.3742 -0.6395  0.321
H18 -0.3051 -0.8483 -0.4168  0.132
H19 0.9989 0.4859 -0.6708  0.369
H20 1.7606 -0.2393 1.4439  0.328
H21 -0.5938 1.9536 2.7645  0.272
H22 -0.9986 1.8692 -4.9779  0.327
H23 0.2081 2.5789 -3.6721  0.521
H24 -2.9744 3.2771 -4.0075  0.116
H25 -1.8458 4.0198 -2.6102  0.086
H26 -1.5455 5.7637 -4.1543  0.260
H27 -0.2618 4.5989 -5.0840  0.278
H28 -3.3272 1.1694 -3.5891  0.232
H29 -4.9624 -1.8896 -5.0719  0.363
C16 0.2618 -0.4618 9.0964  -1.426
C17 0.3097 -1.3814 7.8799  -0.289
N4 -0.9826 -1.5635 7.2146  0.139
C18 -0.9776 -2.6486 6.2275  -0.761
C19 -0.0858 -2.4846 5.0010  -0.749
C20 -1.6712 -0.3424 6.7917  -0.899
C21 -0.9384 0.5843 5.8270  -0.457
H30 -0.4732 -0.8130 9.8291  0.327
H31 1.2405 -0.4428 9.5860  0.430
H32 0.0174 0.5691 8.8214  0.288
H33 0.6673 -2.3569 8.2335  0.449
H34 1.0709 -1.0041 7.1864  0.233
H35 -2.0055 -2.8391 5.8916  0.365
H36 -0.6784 -3.5718 6.7405  0.371
H37 -0.5124 -1.7818 4.2835  -0.068
H38 0.0088 -3.4458 4.4839  0.428
H39 0.9243 -2.1545 5.2584  0.347
H40 -1.9276 0.2355 7.6879  0.372
H41 -2.6454 -0.6032 6.3577  0.328
H42 0.1113 0.7279 6.0938  0.298
H43 -1.4127 1.5719 5.8357  0.441
H44 -0.9910 0.2184 4.7996  -0.167
C22 4.8547 0.8462 -3.7984  -1.352
C23 6.1068 0.2857 -4.4662  -0.327
N5 7.2104 0.0170 -3.5412  0.064
C24 8.4810 -0.2582 -4.2205  -0.680
C25 8.5648 -1.5145 -5.0815  -0.945
C26 6.9079 -0.8621 -2.4098  -0.679
C27 6.3981 -2.2654 -2.7216  -0.942
H45 5.0813 1.7581 -3.2348  0.322
H46 4.1097 1.0989 -4.5594  0.457
H47 4.3922 0.1215 -3.1209  0.248
H48 6.4343 1.0309 -5.2023  0.426
H49 5.8287 -0.6105 -5.0337  0.236
H50 9.2909 -0.2854 -3.4796  0.347
H51 8.7179 0.6035 -4.8580  0.395
H52 8.6508 -2.4157 -4.4724  0.218
H53 9.4614 -1.4707 -5.7096  0.391
H54 7.7062 -1.6226 -5.7499  0.269
H55 6.1635 -0.3639 -1.7770  0.348
H56 7.7917 -0.9441 -1.7636  0.340
H57 5.6463 -2.2757 -3.5143  0.239
H58 5.9316 -2.6932 -1.8274  0.360
H59 7.2125 -2.9358 -3.0037  0.273

Computed properties:
HOMO: -9.46 eV
net charge: +1
DFT total energy: -74551.7246 eV



Here is 6 unconnected molecules or ions with the total composition C27H59FN3O22P2 at a distorted geometry from OMol25. Energies are from ωB97M-V with the def2-TZVPD basis set.

Last column: Mulliken charge in e.
Geometry (Å):
C1 0.9348 1.3204 4.2985  -1.063
C2 1.0199 2.0691 2.9529  -0.370
O1 1.0414 1.1053 1.8863  -0.353
C3 -0.2219 0.8043 1.3951  -1.289
C4 -0.4160 -0.7264 1.1334  0.678
O2 0.5798 -1.4195 1.7904  -0.442
C5 -0.0240 -0.9872 -0.3543  -1.055
C6 1.4993 -0.8316 -0.6431  -1.586
C7 2.3462 -2.1136 -0.5756  -0.285
C8 3.8049 -1.6815 -0.2919  -0.847
N1 4.6866 -2.8255 -0.0524  -0.594
C9 -0.5554 -2.4487 -0.4814  0.232
P1 -0.6819 -3.1907 -2.1576  0.777
N2 -1.9698 -4.0196 -2.4415  -0.777
O3 0.5771 -4.1527 -2.3825  -0.508
O4 -0.5086 -1.9516 -3.1750  -0.501
C10 -1.8631 -2.4445 0.3656  -0.399
N3 -1.8329 -1.1942 1.2383  1.600
C11 -2.5105 -1.5194 2.5549  -0.372
C12 -1.6077 -1.8931 3.7237  -0.445
F1 -2.4071 -2.2538 4.7639  -0.346
P2 -3.1226 -0.2222 0.3979  0.000
O5 -4.4096 -0.8348 0.6096  -0.798
O6 -3.2458 1.2317 1.0265  -0.551
O7 -2.8516 -0.1249 -1.1533  -0.486
H1 -0.1076 1.2897 4.6216  0.288
H2 1.3650 0.3261 4.2052  0.208
H3 1.5065 1.8571 5.0517  0.421
H4 0.2350 2.8137 2.8343  0.384
H5 1.9800 2.5787 2.9252  0.469
H6 -0.5074 1.3818 0.5080  0.158
H7 -0.9557 1.0978 2.1649  0.846
H8 0.6492 -1.1625 2.7216  0.344
H9 -0.4453 -0.2909 -1.0714  0.970
H10 1.9486 -0.0523 -0.0286  0.501
H11 1.5599 -0.4791 -1.6723  0.514
H12 2.3673 -2.5731 -1.5613  0.173
H13 2.0861 -2.7906 0.2325  0.434
H14 3.7648 -1.1063 0.6409  0.262
H15 4.1753 -1.0319 -1.0834  0.441
H16 4.1708 -3.6906 0.0131  0.257
H17 5.3861 -2.8797 -0.7797  0.260
H18 0.0334 -3.1823 0.0619  0.590
H19 -2.5579 -4.0541 -1.6135  0.294
H20 0.2701 -5.0587 -2.2206  0.336
H21 0.1254 -2.2656 -3.8463  0.349
H22 -1.8838 -3.3814 0.9147  0.375
H23 -2.7432 -2.5129 -0.2775  -0.494
H24 -3.1906 -2.3451 2.3832  0.456
H25 -3.1442 -0.6924 2.8697  0.512
H26 -0.8936 -1.1211 4.0149  0.100
H27 -1.0067 -2.7698 3.4617  0.386
H28 -3.8565 1.1484 1.7818  0.486
H29 -3.1566 0.7618 -1.4297  0.387
C13 2.3659 5.5858 0.4127  -0.670
O8 3.0801 6.6608 1.0216  -0.261
C14 3.5615 6.3822 2.2340  0.783
O9 3.4386 5.3347 2.8178  -0.546
O10 4.1983 7.4585 2.6832  -0.325
C15 4.7734 7.3078 3.9843  -0.622
H30 2.0296 5.9294 -0.5623  0.223
H31 3.0156 4.7232 0.2715  0.325
H32 1.4956 5.3149 1.0102  0.278
H33 5.5194 6.5153 3.9851  0.293
H34 4.0015 7.1050 4.7244  0.291
H35 5.2574 8.2489 4.2276  0.224
C16 1.3790 6.7077 -6.2647  -0.629
O11 2.0979 7.7800 -5.6548  -0.318
C17 2.5765 7.5044 -4.4429  0.803
O12 2.4492 6.4606 -3.8520  -0.550
O13 3.2181 8.5821 -3.9969  -0.307
C18 3.7906 8.4269 -2.6981  -0.539
H36 1.0474 7.0608 -7.2369  0.226
H37 2.0242 5.8420 -6.4040  0.291
H38 0.5075 6.4409 -5.6690  0.287
H39 4.5349 7.6323 -2.6979  0.282
H40 3.0171 8.2256 -1.9587  0.202
H41 4.2811 9.3618 -2.4435  0.255
C19 10.1022 -3.5757 -0.8807  -0.614
O14 9.9103 -4.9857 -1.0090  -0.318
C20 8.7824 -5.3336 -1.6244  0.827
O15 7.9515 -4.5774 -2.0602  -0.546
O16 8.7325 -6.6642 -1.6754  -0.319
C21 7.5684 -7.1868 -2.3157  -0.610
H42 11.0481 -3.4300 -0.3672  0.224
H43 10.1549 -3.1040 -1.8603  0.288
H44 9.3049 -3.1316 -0.2867  0.283
H45 7.5201 -6.8599 -3.3529  0.290
H46 6.6683 -6.8880 -1.7804  0.268
H47 7.6515 -8.2695 -2.2901  0.226
C22 -5.1933 -1.9953 -1.9601  -0.380
O17 -5.4168 -3.4004 -2.0514  -0.181
C23 -6.5518 -3.7332 -2.6781  0.652
O18 -7.3469 -2.9610 -3.1424  -0.534
O19 -6.6410 -5.0603 -2.6934  -0.346
C24 -7.8154 -5.5635 -3.3380  -0.644
H48 -4.2581 -1.8531 -1.4402  -0.188
H49 -5.1139 -1.5506 -2.9528  0.370
H50 -5.9853 -1.5165 -1.3883  0.341
H51 -7.8382 -5.2626 -4.3835  0.298
H52 -8.7119 -5.2219 -2.8241  0.298
H53 -7.7674 -6.6472 -3.2829  0.230
C25 -6.2697 -1.2733 2.7815  -0.489
O20 -7.6724 -1.0617 2.9046  -0.343
C26 -7.9930 0.2089 3.1549  0.748
O21 -7.2085 1.1199 3.2700  -0.564
O22 -9.3132 0.2951 3.2520  -0.335
C27 -9.8050 1.6121 3.5203  -0.631
H54 -6.1137 -2.3306 2.5790  0.318
H55 -5.8661 -0.6955 1.9552  0.314
H56 -5.7623 -1.0168 3.7151  0.324
H57 -9.5346 2.2942 2.7164  0.298
H58 -9.4260 1.9769 4.4730  0.295
H59 -10.8871 1.5410 3.5744  0.226

Computed properties:
HOMO: -11.08 eV
net charge: +1
relative energy (zero: lowest compared OMol25 entry of this formula, charge and spin): 0.0 kJ/mol
DFT total energy: -99761.2345 eV



Here is 4 unconnected molecules or ions with the total composition C27H59N4O14P4S at a distorted geometry from OMol25. Energies are from ωB97M-V with the def2-TZVPD basis set.

Last column: Mulliken charge in e.
Geometry (Å):
C1 0.4496 3.6259 3.4419  0.149
C2 -0.0785 2.5747 3.7048  -1.962
C3 -0.6494 1.1765 3.9841  2.207
O1 -0.6949 1.0764 5.3931  -0.531
C4 0.3781 0.3996 6.0314  -0.255
C5 1.7941 1.0087 5.8617  -0.974
C6 0.0651 0.0389 3.2394  -1.789
C7 -0.4519 -0.2320 1.7901  -0.201
N1 -1.2593 -1.5176 1.8628  -0.529
C8 -0.6308 -2.5060 1.5374  0.376
S1 0.1358 -3.8860 1.5068  -0.275
N2 -1.3202 0.7828 1.2089  1.002
C9 -0.6494 1.8197 0.3935  0.710
C10 0.8512 2.1569 0.6947  -1.172
C11 -0.6353 1.4417 -1.1335  -0.532
C12 -0.1667 2.6403 -2.0201  -1.215
C13 -2.2687 1.1797 2.1611  -0.804
N3 -3.5299 1.4121 1.8472  0.191
C14 -4.5104 1.7835 2.9118  0.047
C15 -5.9793 1.9075 2.4576  -0.983
O2 -6.6055 0.6520 2.1883  -0.482
P1 -4.2321 1.2980 0.1765  -0.008
C16 -3.6940 -0.3257 -0.6136  -0.753
C17 -3.5932 2.7518 -0.8553  -0.012
C18 -4.9151 3.4748 -1.3721  -1.102
N4 -2.0576 1.2816 3.5643  -0.560
H1 0.5885 4.6838 3.2409  0.603
H2 0.1606 0.4431 7.1183  0.421
H3 0.4369 -0.6933 5.8243  0.236
H4 2.3303 0.6812 4.9505  0.221
H5 1.7353 2.1126 5.8358  0.249
H6 2.4544 0.7452 6.7127  0.423
H7 0.0680 -0.9427 3.7496  0.497
H8 1.1366 0.3155 3.1570  0.256
H9 0.4216 -0.4686 1.1560  1.010
H10 -1.2075 2.7696 0.5131  0.217
H11 0.9645 3.2612 0.6975  0.053
H12 1.2710 1.7947 1.6426  0.427
H13 1.5264 1.8070 -0.1135  0.345
H14 0.1400 0.6452 -1.2250  0.428
H15 -1.5729 0.9954 -1.4918  0.020
H16 0.9132 2.5218 -2.2245  0.388
H17 -0.7113 2.6363 -2.9799  0.378
H18 -0.2803 3.5743 -1.4388  0.163
H19 -4.2151 2.7808 3.3052  0.287
H20 -4.5063 1.0555 3.7468  0.302
H21 -6.1681 2.6462 1.6622  0.292
H22 -6.5251 2.3077 3.3465  0.486
H23 -6.9571 0.3002 3.0163  0.344
H24 -3.4360 -0.1216 -1.6698  0.401
H25 -2.9018 -0.8449 -0.0546  -0.164
H26 -4.6126 -0.9428 -0.6322  0.527
H27 -3.0656 2.4281 -1.7640  0.115
H28 -3.0662 3.5047 -0.2463  0.195
H29 -4.7102 4.5448 -1.5729  0.366
H30 -5.2046 3.0017 -2.3297  0.327
H31 -5.7306 3.3399 -0.6403  0.257
H32 -2.5251 0.4789 4.0073  0.476
C19 0.3491 -7.8798 -3.0972  -0.680
O3 -0.7834 -6.9905 -3.1452  -0.367
P2 -0.4290 -5.3457 -3.2696  1.247
O4 -1.8156 -4.8559 -2.9698  -0.738
O5 -0.1277 -5.4491 -4.8579  -0.344
C20 -1.1865 -5.8307 -5.7301  -0.695
O6 0.3575 -3.8645 -3.2390  -0.415
C21 0.3575 -3.2042 -1.9722  -0.341
H33 -0.0199 -8.9017 -3.0451  0.321
H34 0.9653 -7.7689 -3.9933  0.306
H35 0.9531 -7.6775 -2.2107  0.247
H36 -2.1673 -5.6929 -5.2753  0.345
H37 -1.0634 -6.8784 -6.0096  0.236
H38 -1.1237 -5.2192 -6.6292  0.246
H39 0.5678 -3.9088 -1.1704  -0.042
H40 -0.6068 -2.7224 -1.7995  0.364
H41 1.1377 -2.4417 -1.9840  0.309
C22 5.3001 -6.0118 -4.0279  -0.690
O7 5.8139 -6.3454 -2.7261  -0.353
P3 4.6703 -6.5003 -1.4922  1.152
O8 5.6540 -6.5204 -0.3617  -0.700
O9 4.2347 -7.9844 -1.9762  -0.276
C23 5.2052 -9.0270 -1.9379  -0.723
O10 3.2633 -6.4129 -0.5799  -0.268
C24 3.1033 -5.2222 0.1981  -0.406
H42 6.1340 -5.9707 -4.7252  0.252
H43 4.5884 -6.7687 -4.3681  0.305
H44 4.8126 -5.0353 -4.0040  0.302
H45 6.0402 -8.7907 -1.2789  0.348
H46 5.5819 -9.2058 -2.9465  0.254
H47 4.7174 -9.9328 -1.5810  0.228
H48 3.3791 -4.3389 -0.3792  0.364
H49 3.7097 -5.2784 1.1022  0.324
H50 2.0532 -5.1446 0.4751  -0.189
C25 1.4072 9.2678 1.6667  -0.767
O11 1.3044 7.8746 1.3154  -0.254
P4 1.0681 7.5385 -0.3249  0.788
O12 0.7228 6.0874 -0.1362  -0.314
O13 2.6374 7.7721 -0.6525  -0.366
C26 3.6002 6.9176 -0.0472  -0.479
O14 0.7484 7.6504 -1.9615  -0.309
C27 -0.6180 7.4504 -2.3474  -0.545
H51 1.5833 9.3395 2.7377  0.227
H52 2.2385 9.7389 1.1367  0.342
H53 0.4783 9.7880 1.4269  0.308
H54 3.1599 5.9883 0.3147  0.168
H55 4.0733 7.4401 0.7863  0.236
H56 4.3614 6.6831 -0.7897  0.244
H57 -1.2961 7.9735 -1.6738  0.323
H58 -0.8503 6.3854 -2.3543  0.122
H59 -0.7473 7.8494 -3.3518  0.269

Computed properties:
HOMO: -11.28 eV
net charge: +1
DFT total energy: -111558.5455 eV